Arrangement 1

13
Properties=species:S:1:pos:R:3 method="wB97M-V/def2-TZVPD" homo_lumo_gap_ev=10.07 molar_mass_g_mol=102.09
C 1.87 1.66 -1.18
C 1.06 0.42 -0.98
O 1.15 -0.65 -1.53
O 0.16 0.63 0.01
C -0.60 -0.46 0.43
N -1.37 -0.26 1.40
N -2.29 -1.27 1.76
H 2.52 1.59 -2.08
H 1.21 2.49 -1.36
H 2.37 1.93 -0.26
H -0.40 -1.37 -0.17
H -2.50 -1.16 2.72
H -1.95 -2.21 1.60

---

Arrangement 2

13
Properties=species:S:1:pos:R:3 method="wB97M-V/def2-TZVPD" homo_lumo_gap_ev=10.27 molar_mass_g_mol=102.09
H -1.62 -1.28 -1.25
N -1.61 -1.39 -0.23
C -0.61 -0.81 0.28
O -0.29 -0.84 1.59
C 0.89 -0.08 1.74
O 0.91 0.80 0.66
N 0.38 -0.03 -0.38
C -0.08 0.82 -1.48
H 0.84 0.48 2.66
H 1.75 -0.77 1.72
H 0.73 1.43 -1.84
H -0.39 0.19 -2.30
H -0.90 1.48 -1.17

---

Arrangement 3

13
Properties=species:S:1:pos:R:3 method="wB97M-V/def2-TZVPD" homo_lumo_gap_ev=10.89 molar_mass_g_mol=102.09
H -0.28 1.70 -1.11
N 0.36 1.48 -0.36
C 0.00 0.49 0.35
N 0.82 0.10 1.44
C 1.82 -0.80 1.03
O 3.00 -0.58 1.18
O -1.04 -0.35 0.21
C -1.71 -0.31 -1.05
H 1.27 0.93 1.81
H 1.42 -1.72 0.57
H -2.54 -1.00 -0.97
H -1.02 -0.62 -1.84
H -2.10 0.69 -1.28

---

Arrangement 4

13
Properties=species:S:1:pos:R:3 method="wB97M-V/def2-TZVPD" homo_lumo_gap_ev=9.09 molar_mass_g_mol=102.09
C 2.35 0.31 0.59
C 1.37 0.89 -0.05
C 0.06 0.31 -0.24
N -0.02 -0.94 -0.77
O -0.94 0.97 -0.05
H 3.28 0.87 0.52
H 2.45 -0.76 0.68
H 1.20 1.89 0.02
H -1.03 -1.26 -0.82
H 0.72 -1.59 -0.49
N -3.53 -0.07 0.30
O -3.18 -1.19 -0.04
H -2.73 0.57 0.35

---

It is arrangement 4 that is the least stable of them.

---

Arrangement 1

13
Properties=species:S:1:pos:R:3 method="wB97M-V/def2-TZVPD" homo_lumo_gap_ev=11.08 molar_mass_g_mol=102.09
C -0.78 1.65 0.34
C -0.37 1.10 -0.99
O -0.18 1.73 -1.99
O -0.17 -0.25 -1.06
N -0.34 -0.98 0.15
H -1.08 2.69 0.22
H 0.07 1.60 1.03
H -1.59 1.06 0.75
H -0.69 -1.89 -0.14
H 0.59 -1.12 0.54
C 1.77 -2.83 -1.69
N 1.47 -3.80 -1.18
H 2.04 -1.92 -2.16

---

Arrangement 2

13
Properties=species:S:1:pos:R:3 method="wB97M-V/def2-TZVPD" homo_lumo_gap_ev="6.98 / 8.76" molar_mass_g_mol=102.09
C -0.11 -1.37 -0.33
N -0.55 -0.09 0.19
C 0.89 1.86 -0.63
N -1.80 -0.13 0.57
C 1.73 1.10 0.16
O 0.34 2.70 -1.21
O 1.33 0.64 1.28
H -2.31 -1.00 0.70
H -2.14 0.69 1.05
H 2.61 0.72 -0.37
H -0.33 -2.19 0.37
H -0.61 -1.60 -1.28
H 0.96 -1.32 -0.50

---

It is arrangement 2 that is the least stable of them.

---

Arrangement 1

13
Properties=species:S:1:pos:R:3 method="wB97M-V/def2-TZVPD" homo_lumo_gap_ev=10.54 molar_mass_g_mol=102.09
C 1.12 -1.60 0.44
O 0.95 -0.27 0.90
C -0.01 0.41 0.23
N -1.38 -0.11 0.17
O -1.60 0.62 -1.08
C -0.24 1.05 -1.08
N 0.07 1.83 0.10
H 2.01 -1.99 0.94
H 1.26 -1.63 -0.64
H 0.25 -2.22 0.70
H -1.98 0.35 0.86
H 0.26 1.20 -2.02
H -0.72 2.35 0.48

---

Arrangement 2

13
Properties=species:S:1:pos:R:3 method="wB97M-V/def2-TZVPD" homo_lumo_gap_ev=10.01 molar_mass_g_mol=102.09
C 1.47 0.33 -0.59
C 0.19 0.33 0.23
O 0.46 0.10 1.65
C -1.01 1.14 -0.02
O -1.65 2.13 0.04
N -0.99 -0.26 -0.37
N -1.57 -1.51 -0.29
H 2.02 -0.59 -0.39
H 2.08 1.18 -0.30
H 1.24 0.40 -1.65
H 0.34 0.88 2.20
H -1.31 -2.02 0.56
H -1.28 -2.11 -1.06

---

It is arrangement 1 that is the least stable of them.

---

Arrangement 1

13
Properties=species:S:1:pos:R:3 method="wB97M-V/def2-TZVPD" homo_lumo_gap_ev=9.93 molar_mass_g_mol=102.09
H 2.42 -1.74 -0.69
N 1.63 -1.46 -0.14
C 1.49 -0.18 -0.23
N 0.38 0.51 0.33
O 0.17 1.70 -0.46
C -0.82 -0.08 0.77
C -1.70 -0.15 -0.40
O -2.84 -0.69 -0.38
H 2.12 0.44 -0.73
H 0.14 2.25 0.35
H -0.60 -1.10 1.17
H -1.26 0.50 1.76
H -1.14 0.00 -1.34

---

Arrangement 2

13
Properties=species:S:1:pos:R:3 method="wB97M-V/def2-TZVPD" homo_lumo_gap_ev=9.09 molar_mass_g_mol=102.09
O -1.75 1.48 -0.20
C -0.64 1.03 -0.09
C 0.24 0.72 1.09
C 1.23 -0.04 0.56
N 1.27 -0.08 -0.81
N 0.15 0.73 -1.13
H -0.16 0.83 2.07
H 2.02 -0.51 1.02
H 2.01 -0.32 -1.44
H -0.24 0.69 -2.14
O -1.26 -1.49 0.01
H -1.86 -0.78 0.45
H -0.99 -2.25 0.61

---

It is arrangement 1 that is the least stable of them.